1.
Density functional theory data (wB97M-V/def2-TZVPD) for C51H28BrN9ReS as an isolated structure.

Values from the calculation:
net charge: 0
⟨S²⟩: 3.909
orbital gap (alpha / beta): 6.2192 / 5.0416 eV
multiplicity: 4
largest force on an atom: 0.0152 Eh/bohr

Last column: Mulliken spin population.
Element x y z (Å)
Re 0.4039 0.0330 -0.1587  1.92
C -0.0624 -6.6399 1.5482  0.02
C 1.1933 -6.3632 2.1125  0.02
C 1.7058 -5.0766 2.1251  0.04
C 0.9414 -4.0690 1.5474  0.04
C 1.1560 -2.6450 1.3865  0.28
N 2.1676 -1.9614 1.9872  -0.01
C 1.9892 -0.7070 2.2900  0.01
C 2.9148 0.1408 3.0846  0.03
C 4.2236 -0.0518 3.4761  0.02
C 4.8408 0.9692 4.1961  -0.01
C 4.1458 2.1280 4.5362  0.02
C 2.8112 2.3001 4.1718  -0.01
C 2.2177 1.3047 3.4250  0.01
C 0.8370 1.1161 2.8990  0.01
N -0.2739 1.6035 3.3267  0.04
C -1.2859 0.7204 2.9263  -0.01
N -2.1805 0.8987 2.0192  0.00
C -2.2985 -0.4618 1.4383  0.00
N -1.5353 -0.0924 0.0892  -0.03
C -2.6833 -0.1683 -0.5118  -0.11
N -3.4054 -0.9055 0.5504  0.02
C -3.0189 -2.1412 -0.1973  0.01
N -2.0463 -2.9556 -0.0880  0.04
C -0.8280 -3.0800 0.4983  0.28
N 0.1075 -2.1058 0.6951  0.03
C -0.3130 -4.3446 0.9883  0.01
C -0.8325 -5.6343 0.9853  0.05
C -3.5966 -1.8912 -1.5771  0.01
C -4.1405 -2.6716 -2.5673  0.02
C -4.3279 -2.0765 -3.8188  -0.02
C -3.9458 -0.7634 -4.0613  0.02
C -3.3712 0.0206 -3.0604  -0.01
C -3.2218 -0.5567 -1.8234  0.02
C -1.9119 -1.4311 2.5201  0.02
C -2.2070 -2.7607 2.7680  0.00
C -1.7394 -3.3219 3.9536  0.01
C -0.9985 -2.5681 4.8592  0.00
C -0.7446 -1.2195 4.6187  0.01
C -1.2469 -0.6796 3.4539  0.00
N 0.8748 0.0280 2.0220  0.13
H -0.4318 -7.6586 1.5521  0.00
H 1.7681 -7.1746 2.5447  0.00
H 2.6695 -4.8511 2.5666  0.00
H 4.7499 -0.9632 3.2145  0.00
H 5.8750 0.8612 4.5014  0.00
H 4.6505 2.9031 5.1001  0.00
H 2.2621 3.1928 4.4456  0.00
H -1.8050 -5.8432 0.5537  0.00
H -4.3988 -3.7102 -2.3971  0.00
H -4.7718 -2.6562 -4.6196  0.00
H -4.0763 -0.3464 -5.0521  0.00
H -3.0315 1.0305 -3.2592  0.00
H -2.7870 -3.3647 2.0810  -0.01
H -1.9533 -4.3628 4.1677  0.00
H -0.6326 -3.0321 5.7683  0.00
H -0.2064 -0.6062 5.3322  0.00
S 4.6934 1.6249 -0.1164  0.01
C 4.8682 -0.0678 -0.4763  0.00
C 6.0332 -0.8161 -0.6269  0.00
C 5.9029 -2.1533 -0.9511  0.00
C 4.6376 -2.7295 -1.1302  0.01
C 3.4872 -1.9856 -0.9738  0.01
C 3.6088 -0.6427 -0.6310  0.01
N 2.5572 0.2474 -0.4260  0.00
C 2.9783 1.4624 -0.1772  0.09
C 2.0023 2.5301 -0.0164  -0.07
C 2.3453 3.8562 0.2461  -0.03
C 1.3407 4.8019 0.3311  0.05
C 0.0114 4.4176 0.1485  -0.03
C -0.3210 3.0918 -0.0955  0.09
C 0.6661 2.1049 -0.1765  -0.03
H 7.0082 -0.3599 -0.5022  0.00
H 6.7916 -2.7598 -1.0784  0.00
H 4.5622 -3.7772 -1.3923  0.00
H 2.5013 -2.4176 -1.1105  -0.02
H 3.3860 4.1413 0.3861  0.00
H 1.5838 5.8369 0.5428  0.00
H -0.7726 5.1632 0.2194  0.00
H -1.3639 2.8099 -0.1848  0.01
Br -0.3841 -1.0874 -6.8435  0.00
C -0.1406 -0.7582 -4.9891  0.05
C 0.3267 0.4779 -4.5694  -0.03
C 0.4841 0.7150 -3.2074  0.12
C 0.1697 -0.2505 -2.2431  -0.25
C -0.2817 -1.4893 -2.7223  0.07
C -0.4368 -1.7565 -4.0779  -0.04
H 0.5616 1.2474 -5.2947  0.00
H 0.8413 1.6911 -2.8928  0.02
H -0.5380 -2.2816 -2.0221  0.02
H -0.7997 -2.7199 -4.4166  0.00



2.
Density functional theory data (wB97M-V/def2-TZVPD) for C51H32BeBrN4O2 as an isolated structure.

Values from the calculation:
net charge: -1
orbital gap: 5.7477 eV
largest force on an atom: 0.0073 Eh/bohr

Last column: Mulliken charge in e.
Element x y z (Å)
Be -0.1798 0.4128 -0.0596  -0.82
C -2.1880 -4.5221 -5.6279  -0.35
C -0.8654 -4.1437 -5.4398  -1.00
C -0.5312 -3.2454 -4.4362  -0.03
C -1.5112 -2.7033 -3.6051  -0.56
C -2.8346 -3.0938 -3.8023  -0.06
C -3.1717 -3.9946 -4.8031  -0.83
C -1.1572 -1.7441 -2.5223  1.30
C -1.2960 -2.1515 -1.1954  0.47
C -1.6457 -3.4994 -0.8165  -1.47
C -1.3556 -3.6141 0.4963  -1.70
C -0.8543 -2.3303 0.9207  0.41
N -0.8719 -1.4365 -0.1104  0.37
C -0.3812 -2.0757 2.2112  1.65
C -0.1643 -0.7788 2.6612  0.17
C 0.2093 -0.4188 4.0106  -1.67
C 0.0080 0.9125 4.1161  -1.26
C -0.4147 1.3615 2.8103  0.40
C -0.7661 2.6696 2.4818  1.70
C -0.9732 3.6667 3.5686  -0.69
C 0.0855 4.1459 4.3369  0.02
C -0.1327 5.0804 5.3404  -0.86
C -1.4128 5.5560 5.5877  -0.30
C -2.4749 5.0901 4.8241  -0.80
C -2.2554 4.1519 3.8250  -0.06
C -0.8662 3.0890 1.1611  0.15
N -0.5848 2.3290 0.0582  0.49
C -0.4313 3.2258 -0.9587  0.37
C -0.0517 2.9005 -2.2571  1.91
C 0.3087 3.9829 -3.2146  -0.75
C -0.6457 4.8664 -3.7152  0.04
C -0.2886 5.8646 -4.6118  -0.80
C 1.0299 5.9910 -5.0275  -0.32
C 1.9874 5.1113 -4.5412  -0.85
C 1.6292 4.1166 -3.6417  0.00
C -0.0671 1.5882 -2.7150  0.04
C 0.0516 1.2282 -4.1087  -1.52
C -0.3355 -0.0613 -4.2036  -1.47
C -0.6391 -0.4978 -2.8594  0.66
N -0.4523 0.5173 -1.9695  0.36
C -0.6628 4.5759 -0.5007  -1.69
C -0.9711 4.4881 0.8082  -1.42
N -0.4795 0.3304 1.9344  0.29
C -0.1816 -3.2221 3.1367  -0.64
C -0.8647 -3.3092 4.3509  -0.31
C -0.6727 -4.3884 5.2019  -0.80
C 0.2064 -5.4055 4.8553  -0.42
C 0.8905 -5.3327 3.6492  -0.88
C 0.6965 -4.2529 2.8006  0.18
H -2.4492 -5.2250 -6.4094  0.38
H -0.0858 -4.5603 -6.0660  0.38
H 0.5044 -2.9704 -4.2775  0.65
H -3.6043 -2.6784 -3.1626  0.47
H -4.2073 -4.2811 -4.9411  0.39
H -2.0232 -4.2597 -1.4810  0.45
H -1.4801 -4.4784 1.1287  0.50
H 0.5761 -1.0980 4.7630  0.68
H 0.1578 1.5383 4.9811  0.52
H 1.0880 3.7909 4.1298  0.57
H 0.7025 5.4479 5.9243  0.36
H -1.5813 6.2880 6.3681  0.38
H -3.4778 5.4553 5.0088  0.37
H -3.0804 3.7812 3.2286  0.46
H -1.6773 4.7583 -3.4019  0.50
H -1.0449 6.5406 -4.9922  0.36
H 1.3081 6.7686 -5.7282  0.38
H 3.0197 5.2033 -4.8562  0.38
H 2.3738 3.4326 -3.2519  0.52
H 0.3402 1.8967 -4.9044  0.48
H -0.4265 -0.6553 -5.0979  0.52
H -0.5857 5.4648 -1.1057  0.47
H -1.1955 5.2890 1.4946  0.41
H -1.5676 -2.5294 4.6162  0.52
H -1.2173 -4.4377 6.1372  0.36
H 0.3548 -6.2485 5.5193  0.37
H 1.5824 -6.1173 3.3670  0.42
H 1.2459 -4.1899 1.8708  0.48
Br 1.8566 -4.9313 -1.7796  -0.17
C 2.7364 -3.6949 -0.6253  0.10
C 3.7915 -4.1613 0.1412  -0.47
C 4.4398 -3.2723 0.9901  -0.56
C 4.0420 -1.9455 1.0442  -0.87
C 2.9763 -1.4951 0.2728  0.25
C 2.3041 -2.3814 -0.5623  0.49
C 2.5912 -0.0261 0.3594  -0.20
O 3.4547 0.7643 0.7237  -0.77
O 1.4162 0.2655 -0.0278  0.24
H 4.0924 -5.1981 0.0775  0.41
H 5.2649 -3.6204 1.5999  0.37
H 4.5491 -1.2267 1.6737  0.48
H 1.4650 -2.0326 -1.1531  0.31



Which value of largest force on an atom does entry 1 give?
0.0152 Eh/bohr



Among the records above, which one has the lowest net charge?
C51H32BeBrN4O2